121
Properties=species:S:1:pos:R:3 method="wB97M-V/def2-TZVPD" de_lowest_kj_mol=0.00 charge=0 smiles="CCOP(=O)(OCC)OCC.CCOP(=O)(OCC)OCC.COCCOCCOC.COCCOCCOC.COCCOCCOC" molar_mass_g_mol=766.8 e_tot_ha=-3148.04157 orbital_gap_ev=10.116 homo_energy_ha=-0.3469
H 1.4167 -2.5209 7.0572
H -0.1380 -3.5806 -1.3185
O 2.9857 -1.5854 6.2363
H -4.9266 1.2927 -2.6323
H 1.6092 1.5903 -1.1295
C -1.2547 -2.9318 -6.2010
H 1.4788 -0.6374 3.2461
C 2.4979 2.7886 -5.1330
O -0.7566 1.1941 -0.6257
H 2.0725 4.2109 5.2065
H 0.1762 1.4915 -3.6639
H 2.0139 5.7195 1.9385
C -0.9505 -1.5742 -1.7559
P 3.3623 -0.5190 5.1531
H -0.1375 -1.0397 -2.2516
C 1.0496 3.8996 3.3169
O 2.5497 4.1941 -0.2447
C -3.8323 -4.4491 -4.1624
O -5.9151 -6.8033 -1.4003
H 0.2498 4.3866 2.7358
H 4.1247 5.4081 0.3622
H -2.4575 -0.9839 3.3079
C -3.6670 0.6485 -4.9271
C 2.0567 -0.9512 8.3725
O 2.5281 0.6930 5.1847
O 4.8843 -0.3320 5.4570
H 6.0903 0.0893 3.0312
H -0.4037 -2.3517 -5.8292
H -2.1564 1.7489 -5.8894
H -3.3326 -4.5318 -6.2046
H -1.9798 1.4919 1.5602
H 2.3173 3.6500 -5.8008
C 1.7874 -1.4945 7.0194
C -1.6749 0.6700 2.2162
C -4.1115 0.5540 -2.6018
C 5.6795 0.9691 3.5357
H 3.8800 0.0665 0.2418
H 1.0832 -0.9110 8.8832
H -3.1992 1.1422 -2.4817
H -5.9040 -7.2693 -3.3992
C -0.8355 -3.0731 -1.9946
H -5.7230 -8.8522 -1.8040
O 2.0001 1.6088 -5.7353
C 1.9963 1.0203 -0.2926
H 0.3304 4.3298 5.2288
O 1.2628 5.9977 4.4612
H 2.6267 -1.6115 9.0264
H 2.4216 -3.4708 2.4510
H 2.5628 -1.1512 1.8907
O -1.2535 0.3450 -4.7073
H 1.5997 -3.0872 4.0163
P -0.3009 0.0236 0.1262
H 0.9549 4.5855 -1.3671
C -2.7712 -0.3645 2.4670
H 0.8813 5.4073 0.2374
C -5.5006 -6.5253 -2.7051
H 3.4871 5.3844 2.7337
O 1.2480 -0.1980 -0.0389
H -2.8489 -1.0355 1.6093
H 1.9956 3.0190 -4.1854
H 4.0232 1.6494 -0.5550
C 3.4583 0.7220 -0.5192
C 5.6457 0.7837 5.0504
O -5.2474 -4.5271 -4.1735
H -1.8109 -3.4611 -1.6947
C 1.2212 4.5952 4.6344
H 2.4039 7.0883 5.8142
H -6.8959 -4.9928 -3.1784
C 1.3880 6.7023 5.6701
C -5.6355 -8.1053 -1.0072
H 0.3232 1.0140 -6.7106
H -3.3395 -5.4200 -4.0150
H -1.6983 -2.2391 -6.9342
H -1.8954 -1.1783 -2.1201
H -0.4463 -3.3401 -2.9717
C -5.8096 -5.0803 -3.0112
H 1.0777 6.1458 6.5616
C 0.0422 0.8532 -4.5476
O -4.1647 -0.1106 -3.8534
H -0.8045 -3.7281 -6.8161
O -2.0212 -3.3485 -5.1258
H 1.8857 1.5420 0.6625
H 0.7313 7.5813 5.6715
O 3.3923 -1.2453 3.7850
H -2.2568 2.1061 -4.1802
C 0.5867 1.5445 -5.7932
O -0.4639 0.1291 1.6761
H -3.6997 0.0304 -5.8273
H 0.6983 -0.0114 -4.4144
H -4.3840 1.4741 -5.0791
H -4.6139 -8.1567 -0.5946
H 1.9797 6.0379 -0.9616
H -5.7417 -4.4322 -2.1229
H 0.2020 2.5704 -5.9099
H 3.5305 0.2202 -1.4894
H -3.6987 0.1638 2.6643
H 6.2327 1.8543 3.2279
H 0.7615 -2.8881 2.5282
O -0.9154 -1.3530 -0.3136
C 2.7720 4.9311 2.0246
H 4.6615 1.1079 3.1824
H -6.2734 -8.4292 -0.1836
H 0.9956 -0.9436 6.5098
H -4.3990 -6.6276 -2.7390
H 2.4687 0.0541 8.3897
H -3.9630 -2.9006 -5.6323
H 3.5728 2.7565 -4.9801
H -3.5297 -3.9109 -3.2488
H 4.1195 3.7439 0.8183
C 1.5180 5.1062 -0.6007
C -3.3317 -3.7677 -5.4187
C 1.7575 -2.7912 2.9773
H 0.6475 2.9072 3.5265
C -2.2846 1.2756 -4.9038
C 3.4611 4.6137 0.7341
H -4.2387 -0.1598 -1.7975
C 2.2273 -1.3462 2.9033
H 5.1279 1.6847 5.4056
H 6.6531 0.8048 5.4538
O 2.2227 3.7498 2.5597
H -1.4557 1.1667 3.1656

14
Properties=species:S:1:pos:R:3 method="wB97M-V/def2-TZVPD" de_lowest_kj_mol=256.97 charge=0 molar_mass_g_mol=327.0 e_tot_ha=-8381.43425 orbital_gap_ev="5.669 / 5.667" homo_energy_ha="-0.2950 / -0.2950"
H 2.1924 -0.8291 0.0225
C -0.1114 0.4913 -0.8410
H 0.3572 0.2532 -1.7981
C -1.5949 0.3444 -0.6506
Si 0.7933 -0.7450 0.2791
Br 0.2526 -1.9404 -3.5587
H -1.9409 0.5218 0.3783
Si -0.7797 -3.1855 -1.8961
H 0.0640 1.4836 -0.5720
Br -2.9682 -3.4422 -2.6894
H 0.3028 -1.5839 1.5142
H -1.9791 -0.6703 -1.1249
Br 0.3321 -5.3005 -2.1966
H -2.1502 1.1102 -1.1214

10
Properties=species:S:1:pos:R:3 method="wB97M-V/def2-TZVPD" de_lowest_kj_mol=92.97 charge=0 smiles=CO[PH]#[PH]F molar_mass_g_mol=114.0 e_tot_ha=-898.87715 orbital_gap_ev=9.311 homo_energy_ha=-0.3173
C -1.0794 0.6853 -1.2684
H 1.3429 -1.6841 -0.0784
H -1.5634 0.5090 -0.2976
H -1.5441 0.4851 -2.2768
P 0.1479 -1.1635 0.1469
O -0.0732 -0.3361 -1.2323
H -0.5804 1.5929 -1.4218
H 1.5061 -1.0281 2.4429
F 0.4230 0.8428 2.5302
P 1.4206 0.0966 1.4553

14
Properties=species:S:1:pos:R:3 method="wB97M-V/def2-TZVPD" de_lowest_kj_mol=421.15 charge=0 molar_mass_g_mol=84.1 e_tot_ha=-270.39749 orbital_gap_ev=10.038 homo_energy_ha=-0.3698
C 0.7285 0.1872 -2.0637
H 2.8045 0.7726 -0.2935
H 0.0543 -1.7399 0.2903
H -0.8703 -1.3616 -1.1740
H 2.4694 -0.7829 0.4918
H -2.7695 -0.0184 -0.8308
H -1.5405 1.2627 -1.0221
C -2.0637 0.6304 -0.2902
O -1.1565 -0.1375 0.4691
C -0.3175 -0.9203 -0.3327
H -2.6182 1.2599 0.4081
C 2.0208 0.1582 0.1547
H 1.6223 0.6760 1.0325
C 0.9129 -0.1280 -0.8158

92
Properties=species:S:1:pos:R:3 method="wB97M-V/def2-TZVPD" de_lowest_kj_mol=1037.68 charge=-1 molar_mass_g_mol=989.2 e_tot_ha=-5754.87879 orbital_gap_ev=4.874 homo_energy_ha=-0.1041
H -1.8641 2.4277 3.8023
H 0.1393 -0.6707 -5.0040
C 2.2031 2.7440 3.3050
P 0.1582 -1.8263 -1.6116
C -3.1943 3.0784 -0.4693
C -1.0057 -5.0580 2.4464
N -0.3317 -1.9204 -3.3572
H -6.2118 5.0957 -1.8635
H -3.6230 0.7442 -0.5079
H -0.4416 -4.0193 -3.5138
O -0.0241 -0.3332 -1.4698
H -1.4460 -5.9560 2.8540
S 2.2311 -1.5749 0.7873
O 3.2753 -2.5173 0.5104
H -2.2649 -4.3436 -0.2738
H 1.4030 3.0444 -0.3890
C 1.8346 1.0460 0.2007
H 3.3884 -2.0282 -3.1895
C -0.4998 -3.1251 -4.1325
C -1.3950 -4.0769 -0.8662
C -3.2046 4.4713 -0.4489
N 0.6166 -1.9761 0.2577
N -1.3820 -2.6028 -1.0907
C -1.9498 2.3435 0.0121
H 2.3723 3.9499 -2.3810
C -0.9678 1.9973 3.3504
H 2.8854 -4.2187 -2.0548
C -4.3105 2.4152 -0.9904
C -5.3694 4.5389 -1.4685
C 2.6794 2.7693 5.6577
H -2.7817 -3.8091 2.4892
C 3.6273 3.7615 5.4607
H 0.2562 -3.2418 -4.9263
H -2.3346 4.9808 -0.0466
C -4.2779 5.2113 -0.9238
N 3.1624 3.3257 -2.3582
C 3.1686 3.7194 3.1050
H 1.2184 0.4728 5.6153
H 1.0676 -5.7027 2.5152
H 1.0369 1.0332 0.9357
C 3.8061 1.0680 -1.7593
O 2.0066 -1.2068 2.1566
H 1.8044 -4.1280 -0.6964
H 4.2265 -0.9455 -1.1144
H -6.2122 2.6090 -1.9269
C 3.6079 -0.0676 -0.9949
H -4.2629 6.2938 -0.8774
C 1.9466 2.2574 4.5868
H -2.4672 -1.3562 -2.4884
H 3.3753 4.0699 2.1006
H 1.9971 -0.9532 -3.4255
N -0.7427 2.1231 2.1033
O -2.0770 1.0065 0.1739
H 4.1808 4.1584 6.3030
O -4.3882 1.0798 -1.0537
N 1.7455 -2.4403 -1.9801
C 0.0253 -2.9712 1.1289
H -1.1030 2.5401 -0.6823
C -5.3772 3.1567 -1.5041
C 0.9560 1.1888 4.8453
H 1.6504 2.3369 2.4740
C -2.5294 -2.3027 -1.9653
C 2.9818 2.1843 -1.5838
H 4.6354 4.9952 4.0202
H 3.5675 3.1706 -3.2661
H -3.4634 -2.3937 -1.4021
H 4.5840 1.0857 -2.5144
C -0.5579 -0.7311 -4.1523
C -0.2283 1.0762 4.2572
I -3.3537 -0.0389 2.1445
Br -1.3968 -0.3432 4.8877
N -1.5929 2.9297 1.3799
H -2.6191 -3.0662 -2.7396
C 1.8874 -3.8957 -1.7546
H -1.4737 -4.6368 -1.8022
C 2.2983 -1.9821 -3.2584
C 2.0276 2.1739 -0.5633
H -0.4320 0.1569 -3.5422
C 2.5746 -0.0992 -0.0689
H -1.4776 -3.1446 -4.6368
N 0.8724 -3.8855 1.5999
C -1.7372 -3.9190 2.2089
H 1.1644 -4.5048 -2.3047
H -0.5188 -4.4690 -0.3661
H 2.4835 2.3972 6.6578
C 0.3592 -4.9362 2.2178
H -1.5799 -0.7133 -4.5643
H -2.4636 3.1031 1.8786
H 1.9919 -2.5827 -4.1171
N -1.2446 -2.8458 1.5940
C 3.8811 4.2338 4.1788
Sr -1.1821 -1.0046 0.2400

58
Properties=species:S:1:pos:R:3 method="wB97M-V/def2-TZVPD" de_lowest_kj_mol=209.59 charge=0 smiles=CN(C)[C@H]1CCN(Cc2cc(COCc3ccccc3)c3cccnc3c2O)C1 molar_mass_g_mol=391.5 e_tot_ha=-1246.67502 orbital_gap_ev=8.185 homo_energy_ha=-0.2923
H 6.1574 0.6914 -0.1215
C 0.2010 1.6972 -0.6677
C 4.2208 0.3929 -0.9751
C -3.5120 1.8140 -1.2178
H 2.0545 -3.7807 -1.1919
H -5.4182 0.7460 -1.0312
C 3.3296 -1.2432 2.1070
H 1.4562 -0.7258 -3.6281
N -4.5595 -0.9041 0.6776
H 4.4042 -2.2367 0.5470
H 4.5752 -0.2964 -1.7270
C 2.5010 1.6838 0.0846
C 4.6336 1.8356 0.8825
C 3.4383 -1.8912 0.8887
H -5.1928 1.0311 1.1439
N -2.1876 1.2661 -0.9947
C -1.1981 2.2483 -0.6132
H -3.1315 -1.9344 1.8863
H -2.4362 0.6213 1.0038
C -3.7028 -0.4684 -0.4106
H -4.1283 0.3221 2.3776
H -3.9043 -2.8766 0.5911
H -4.3865 0.2068 -2.3547
C 2.4163 -2.7477 -1.2569
H -3.5180 2.4184 -2.1271
C -4.3874 0.5686 -1.3280
C 2.3151 -2.0924 0.0996
H -0.2315 0.3635 -2.2610
H 0.0068 -0.6553 2.1109
N 3.3848 2.2018 0.9621
C -4.0698 -2.0970 1.3333
H 3.4681 -2.7724 -1.5821
C 1.0778 -1.6657 0.5624
C 2.0993 -0.7840 2.5424
H 2.0198 -0.2588 3.4826
C 0.5553 0.7314 -1.6197
C 2.0571 -0.8972 -2.7305
H -1.5244 -0.4766 -0.0544
C -4.9241 0.1068 1.6479
H -5.7952 -0.2492 2.2002
H 5.3054 2.2744 1.6092
C -2.3696 0.2099 -0.0178
H -4.8263 -2.4443 2.0368
H -3.8382 2.4509 -0.3753
H 1.7379 3.1962 1.6427
C 0.9707 -1.0034 1.7703
H 3.1119 -0.9683 -3.0272
H -1.3802 2.6559 0.3976
H -3.4883 -1.3694 -0.9926
C 5.1078 0.9397 -0.0866
C 1.1664 2.1508 0.2052
O 0.8939 3.0492 1.1777
H -1.2672 3.0817 -1.3223
C 2.8538 0.7377 -0.9144
O 1.6105 -2.1548 -2.2509
H 4.2113 -1.0840 2.7107
C 1.8282 0.2294 -1.7501
H 0.2080 -1.8449 -0.0520